{"formula": "C4H9N2", "method": "wB97M-V/def2-TZVPD", "elements": ["C", "N", "C", "C", "C", "N", "H", "H", "H", "H", "H", "H", "H", "H", "H"], "positions_angstrom": [[-0.63, 1.43, 0.09], [-0.73, -0.06, -0.02], [-1.93, -0.92, -0.05], [0.41, -0.72, -0.05], [1.70, -0.24, 0.09], [2.88, 0.07, -0.09], [0.34, 1.57, 0.51], [-1.47, 1.72, 0.73], [-0.92, 1.73, -0.91], [-1.78, -1.89, -0.26], [-2.78, -0.45, -0.76], [-2.23, -0.86, 1.04], [0.26, -1.73, 0.04], [3.33, -0.10, -0.94], [3.54, 0.45, 0.58]], "mulliken_charge": [-0.87, 0.00, -0.88, 0.53, -0.44, -0.23, 0.31, 0.33, 0.34, 0.36, 0.26, 0.37, 0.37, 0.27, 0.27], "smiles": "CN(C)C=C=[NH2+]", "orbital_gap_ev": 8.7, "de_lowest_kj_mol": 371.8, "charge": 1}

***

{"formula": "C4H9N2", "method": "wB97M-V/def2-TZVPD", "elements": ["C", "C", "C", "C", "N", "N", "H", "H", "H", "H", "H", "H", "H", "H", "H"], "positions_angstrom": [[0.51, 0.74, 0.20], [-0.72, -1.13, -0.88], [-0.74, -0.08, -0.13], [1.47, -0.26, 0.75], [-2.03, 0.36, 0.47], [2.62, -0.25, 0.16], [0.95, 1.22, -0.70], [0.33, 1.63, 0.79], [0.20, -1.50, -1.24], [-1.69, -1.50, -1.10], [-2.11, 1.40, 0.34], [-2.84, -0.05, 0.07], [-2.04, 0.03, 1.45], [3.28, -0.90, 0.46], [2.82, 0.28, -0.62]], "mulliken_charge": [-0.28, -0.96, 0.39, -0.65, -0.22, -0.12, 0.25, 0.38, 0.33, 0.27, 0.41, 0.37, 0.38, 0.27, 0.19], "orbital_gap_ev": 8.2, "de_lowest_kj_mol": 368.8, "charge": 1}

***

{"formula": "C4H9N2O", "method": "wB97M-V/def2-TZVPD", "elements": ["C", "C", "C", "N", "C", "N", "H", "H", "H", "H", "H", "H", "H", "H", "H", "O"], "positions_angstrom": [[-0.80, 1.48, 1.87], [-0.44, 0.23, 1.14], [0.06, -0.90, 1.68], [0.78, -1.59, 0.71], [0.56, -0.97, -0.53], [-0.08, 0.23, -0.21], [-0.09, 2.26, 1.64], [-0.85, 1.35, 2.94], [-1.79, 1.82, 1.53], [0.26, -1.14, 2.72], [1.19, -2.50, 0.75], [1.08, -1.20, -1.44], [-0.44, 0.86, -0.91], [-0.15, -0.52, -3.50], [0.49, 0.24, -4.67], [0.22, 0.34, -3.74]], "lowdin_spin": [0.01, 0.03, 0.02, 0.20, 0.47, 0.20, 0.00, 0.00, 0.00, 0.00, 0.00, 0.05, 0.01, 0.00, 0.00, 0.00], "orbital_gap_ev": [5.2, 8.9], "de_lowest_kj_mol": 66.4, "spin_multiplicity": 2, "charge": 0}

***

{"formula": "C4H9N2O", "method": "wB97M-V/def2-TZVPD", "elements": ["C", "C", "C", "N", "C", "N", "H", "H", "H", "H", "H", "H", "H", "H", "H", "O"], "positions_angstrom": [[-2.23, -1.00, 0.33], [-1.00, -0.17, 0.35], [-0.82, 1.10, -0.07], [0.52, 1.41, 0.20], [1.13, 0.35, 0.69], [0.26, -0.65, 0.70], [-2.00, -2.02, 0.58], [-2.68, -0.96, -0.66], [-2.94, -0.67, 1.08], [-1.46, 1.70, -0.69], [0.92, 2.25, -0.21], [2.10, 0.35, 1.16], [0.39, -1.57, 1.08], [3.10, 0.54, -1.26], [2.11, -0.39, -2.05], [2.61, -0.28, -1.22]], "mulliken_charge": [-1.16, 0.59, -0.49, -0.01, -0.24, -0.01, 0.34, 0.33, 0.31, 0.38, 0.28, 0.44, 0.23, 0.34, 0.33, -0.65], "orbital_gap_ev": 10.7, "de_lowest_kj_mol": 57.3, "charge": 1}

***

{"formula": "C4H9N2O", "method": "wB97M-V/def2-TZVPD", "elements": ["C", "C", "N", "C", "N", "C", "O", "H", "H", "H", "H", "H", "H", "H", "H", "H"], "positions_angstrom": [[-0.87, 1.64, -0.25], [0.11, 0.98, 0.79], [0.87, -0.19, 0.34], [0.08, -1.28, 0.16], [0.15, -2.31, -0.60], [2.33, 0.01, 0.03], [2.96, 0.97, 0.31], [-1.44, 0.84, -0.65], [-0.23, 2.23, -0.93], [-1.38, 2.30, 0.31], [0.87, 1.74, 1.06], [-0.30, 0.52, 1.71], [-0.81, -1.43, 0.90], [-0.61, -3.07, -0.68], [0.87, -2.41, -1.43], [2.77, -0.83, -0.56]], "mulliken_charge": [-1.00, -0.81, 0.10, 0.26, -0.34, 0.11, -0.33, 0.37, 0.30, 0.37, 0.37, 0.44, 0.30, 0.32, 0.29, 0.26], "smiles": "CCN(C=[NH2+])C=O", "orbital_gap_ev": 10.3, "de_lowest_kj_mol": 240.2, "charge": 1}

***

{"formula": "C4H9N2O", "method": "wB97M-V/def2-TZVPD", "elements": ["C", "C", "C", "N", "C", "N", "H", "H", "H", "H", "H", "H", "H", "H", "H", "O"], "positions_angstrom": [[1.04, -2.77, -0.35], [0.87, -1.24, -0.23], [0.45, -0.42, -1.20], [-0.09, 0.62, -0.66], [0.09, 0.68, 0.74], [0.70, -0.57, 0.97], [1.19, -2.94, -1.41], [1.96, -3.12, 0.17], [0.16, -3.26, 0.03], [0.64, -0.61, -2.31], [-0.31, 1.56, -1.12], [-0.53, 1.22, 1.31], [1.06, -1.03, 1.86], [-2.44, 2.34, 1.16], [-3.02, 3.66, 0.49], [-2.22, 3.04, 0.48]], "mulliken_charge": [-1.10, 0.41, -0.25, -0.05, -0.26, -0.03, 0.34, 0.35, 0.32, 0.33, 0.30, 0.31, 0.31, 0.32, 0.33, -0.63], "orbital_gap_ev": 10.0, "de_lowest_kj_mol": 162.5, "charge": 1}

***

{"formula": "C4H9N2O", "method": "wB97M-V/def2-TZVPD", "elements": ["C", "N", "C", "C", "N", "C", "O", "H", "H", "H", "H", "H", "H", "H", "H", "H"], "positions_angstrom": [[2.07, 0.50, 0.85], [0.63, 0.44, 0.45], [0.16, -0.91, 0.58], [-1.04, -1.27, -0.28], [-1.40, -0.46, -1.16], [-1.42, 0.68, -1.67], [-2.26, 1.57, -1.33], [2.08, -0.25, 1.58], [2.67, 0.19, -0.02], [2.33, 1.36, 1.34], [0.25, 1.13, 1.12], [0.04, -1.37, 1.65], [0.90, -1.65, 0.18], [-1.46, -2.24, -0.18], [-0.91, 0.63, -2.68], [-2.66, 1.65, -0.42]], "mulliken_charge": [-0.95, -0.35, -0.31, -0.31, -0.09, 0.25, -0.39, 0.38, 0.27, 0.37, 0.25, 0.37, 0.37, 0.44, 0.31, 0.40], "smiles": "CNCC=[N+]=CO", "orbital_gap_ev": 9.7, "de_lowest_kj_mol": 344.3, "charge": 1}

***

{"formula": "C4H9N2O", "method": "wB97M-V/def2-TZVPD", "elements": ["O", "C", "H", "H", "H", "H", "C", "C", "C", "N", "N", "H", "H", "H", "H", "H"], "positions_angstrom": [[2.83, 3.70, 4.61], [2.92, 3.70, 6.03], [3.34, 4.47, 4.28], [2.34, 2.82, 6.38], [2.48, 4.61, 6.48], [3.96, 3.59, 6.38], [-2.60, -1.30, -0.18], [-2.24, -0.22, 0.58], [-0.44, -1.50, 0.30], [-1.47, -2.07, -0.33], [-0.90, -0.37, 0.85], [-3.56, -1.59, -0.61], [-2.82, 0.63, 0.93], [0.58, -1.88, 0.35], [-1.41, -2.96, -0.85], [-0.32, 0.29, 1.40]], "mulliken_charge": [-0.51, -0.45, 0.31, 0.19, 0.24, 0.24, -0.23, -0.23, -0.12, -0.03, -0.03, 0.38, 0.39, 0.36, 0.26, 0.25], "orbital_gap_ev": 8.8, "de_lowest_kj_mol": 118.0, "charge": 1}